Model 1:
C4H7N3 | the ωB97M-V functional and the def2-TZVPD basis

The geometry in XYZ format:
```
14
C4H7N3 (the ωB97M-V functional and the def2-TZVPD basis)
N -0.455 1.124 0.348
N -2.318 -0.258 -0.090
N 2.535 -0.718 0.049
C 0.026 -1.047 -0.246
C 0.982 1.098 0.064
C -0.950 -0.124 -0.010
C 1.310 -0.378 -0.070
H -0.150 -2.103 -0.414
H 1.210 1.615 -0.877
H -0.980 1.916 -0.003
H -2.656 -1.208 -0.141
H -2.838 0.296 0.579
H 2.677 -1.722 -0.045
H 1.608 1.510 0.856
```

Calculated values
Total charge: 0
Highest occupied orbital energy: -7.9058 eV
Kohn-Sham gap: 0.320 hartree
SMILES string: [H]/N=C1\C=C(N)NC1
2S+1: 1
LUMO energy: 0.0295 Ha


Model 2:
C4H7N3 | the ωB97M-V functional and the def2-TZVPD basis

The geometry in XYZ format:
```
14
C4H7N3 (the ωB97M-V functional and the def2-TZVPD basis)
N 0.488 0.737 -0.406
N -0.728 0.649 -2.373
N -0.916 -2.426 -0.854
C -0.244 0.087 -1.212
C 0.134 0.141 1.957
C -0.613 -1.324 -1.038
C 1.070 0.077 0.753
H -0.757 -0.475 1.794
H -0.613 1.654 -2.401
H 0.637 -0.231 2.854
H -1.601 0.303 -2.743
H -0.187 1.171 2.142
H 1.332 -0.971 0.545
H 2.000 0.607 0.983
```

Calculated values
Total charge: 0
Highest occupied orbital energy: -9.7399 eV
Kohn-Sham gap: 0.383 hartree
SMILES string: CC/N=C(/N)C#N
2S+1: 1
LUMO energy: 0.0251 Ha


Model 3:
C4H7N3 | the ωB97M-V functional and the def2-TZVPD basis

The geometry in XYZ format:
```
14
C4H7N3 (the ωB97M-V functional and the def2-TZVPD basis)
N -3.561 1.477 -1.027
N -0.148 0.660 -1.305
N -0.927 0.372 0.861
C 1.375 -1.489 0.675
C -2.468 1.181 -0.779
C 1.825 -0.202 0.535
C -1.106 0.732 -0.391
H 0.832 -0.832 -0.292
H -0.473 1.033 -2.199
H 2.697 0.007 -0.079
H 0.522 -1.678 1.324
H 1.961 -2.319 0.288
H 1.258 0.605 0.999
H -1.786 0.453 1.389
```

Calculated values
Total charge: 0
Highest occupied orbital energy: -7.9584 eV
Kohn-Sham gap: 0.261 hartree
2S+1: 1
LUMO energy: -0.0317 Ha


Best to worst by energy: model 1, model 2, model 3.


Model 1:
C4H7N3 | the ωB97M-V functional and the def2-TZVPD basis

The geometry in XYZ format:
```
14
C4H7N3 (the ωB97M-V functional and the def2-TZVPD basis)
N -0.007 0.930 0.741
N 2.371 0.602 -0.311
N 2.983 1.717 0.148
C 1.192 0.336 -0.102
C -0.077 -0.068 -0.087
C -0.949 -1.173 -0.409
C -2.409 -0.768 -0.085
H 2.483 2.343 0.836
H -2.947 -0.314 -0.870
H -2.345 -0.267 0.879
H -0.738 -2.099 0.165
H 3.985 1.754 0.343
H -2.926 -1.645 0.263
H -0.616 -1.347 -1.512
```

Calculated values
Total charge: 0
Highest occupied orbital energy: -8.2645 eV
Kohn-Sham gap: 0.333 hartree
SMILES string: CCc1n/c1=N\N
2S+1: 1
LUMO energy: 0.0288 Ha


Model 2:
C4H7N3 | the ωB97M-V functional and the def2-TZVPD basis

The geometry in XYZ format:
```
14
C4H7N3 (the ωB97M-V functional and the def2-TZVPD basis)
N -2.249 0.551 -0.769
N -1.710 1.417 -1.430
N 1.091 -0.154 -0.545
C -0.776 -0.219 1.246
C -1.509 -0.504 -0.011
C -0.074 -0.218 0.145
C 2.330 -0.022 0.200
H -0.854 -0.183 2.320
H -1.955 -1.485 -0.223
H 2.423 0.922 0.754
H 1.006 0.408 -1.382
H 2.393 -0.850 0.912
H -3.286 0.446 -0.724
H 3.171 -0.110 -0.494
```

Calculated values
Total charge: 0
Highest occupied orbital energy: -7.6906 eV
Kohn-Sham gap: 0.321 hartree
2S+1: 1
LUMO energy: 0.0389 Ha


Model 3:
C4H7N3 | the ωB97M-V functional and the def2-TZVPD basis

The geometry in XYZ format:
```
14
C4H7N3 (the ωB97M-V functional and the def2-TZVPD basis)
N -2.254 0.319 -0.852
N 1.171 0.287 -0.453
N -1.545 1.075 -1.499
C 2.440 -0.033 0.195
C -1.849 -0.643 0.138
C 0.011 0.155 0.112
C -0.817 -0.271 1.049
H 3.219 -0.205 -0.552
H -3.287 0.388 -0.896
H -0.786 -0.327 2.138
H 1.188 0.854 -1.296
H 2.313 -0.929 0.807
H -2.548 -1.467 0.271
H 2.745 0.798 0.841
```

Calculated values
Total charge: 0
Highest occupied orbital energy: -6.8590 eV
Kohn-Sham gap: 0.283 hartree
2S+1: 1
LUMO energy: 0.0314 Ha


Model 4:
C4H7N3 | the ωB97M-V functional and the def2-TZVPD basis

The geometry in XYZ format:
```
14
C4H7N3 (the ωB97M-V functional and the def2-TZVPD basis)
N 1.327 0.370 -0.721
N 0.504 2.054 0.918
N -1.005 -2.273 -0.280
C -1.069 0.255 -0.291
C 0.250 0.885 0.149
C -0.573 -0.982 -0.090
C 0.774 -0.470 0.386
H -1.813 -2.370 -0.880
H -1.927 0.637 -0.834
H 2.194 0.774 -0.349
H -0.283 -2.948 -0.489
H 1.394 -0.812 1.207
H -0.247 2.184 1.591
H 0.493 2.868 0.309
```

Calculated values
Total charge: 0
Highest occupied orbital energy: -7.7701 eV
Kohn-Sham gap: 0.326 hartree
SMILES string: NC1=C[C@]2(N)N[C@H]12
2S+1: 1
LUMO energy: 0.0403 Ha


Best to worst by energy: model 4, model 1, model 2, model 3.


Model 1:
C4H7N3 | the ωB97M-V functional and the def2-TZVPD basis

The geometry in XYZ format:
```
14
C4H7N3 (the ωB97M-V functional and the def2-TZVPD basis)
N -2.025 0.628 0.943
N -0.770 0.658 1.080
N -2.398 -0.198 -0.042
C 2.165 0.573 0.496
C -1.244 -0.655 -0.765
C 1.157 -0.337 -0.125
C -0.142 -0.273 0.180
H 1.469 -1.050 -0.897
H 2.998 0.784 -0.184
H -0.724 0.133 -1.353
H -3.379 -0.299 -0.248
H 1.692 1.522 0.769
H -1.370 -1.619 -1.264
H 2.571 0.131 1.410
```

Calculated values
Total charge: 0
Highest occupied orbital energy: -7.9388 eV
Kohn-Sham gap: 0.317 hartree
SMILES string: C/C=C1/CNN=N1
2S+1: 1
LUMO energy: 0.0256 Ha


Model 2:
C4H7N3 | the ωB97M-V functional and the def2-TZVPD basis

The geometry in XYZ format:
```
14
C4H7N3 (the ωB97M-V functional and the def2-TZVPD basis)
N 0.012 0.692 0.097
N 4.511 0.297 0.022
N 2.077 -0.311 0.103
C -2.309 0.094 -0.136
C 3.402 -0.038 0.061
C -0.896 -0.456 0.019
C 1.323 0.841 0.165
H -0.815 -1.058 0.934
H -0.635 -1.097 -0.833
H -2.393 0.670 -1.065
H -0.463 1.581 0.141
H -2.545 0.763 0.700
H 1.788 -1.278 -0.053
H -3.058 -0.700 -0.154
```

Calculated values
Total charge: 0
Highest occupied orbital energy: -9.0103 eV
Kohn-Sham gap: 0.351 hartree
2S+1: 1
LUMO energy: 0.0198 Ha


Best to worst by energy: model 2, model 1.


Model 1:
C4H7N3 | the ωB97M-V functional and the def2-TZVPD basis

The geometry in XYZ format:
```
14
C4H7N3 (the ωB97M-V functional and the def2-TZVPD basis)
N 2.455 -0.441 0.196
N -0.658 1.177 -0.343
N -2.487 -0.261 0.100
C -0.019 -0.891 0.191
C -1.105 -0.051 -0.033
C 1.119 -0.090 -0.011
C 0.755 1.235 -0.294
H 1.115 1.607 0.683
H 3.059 0.331 -0.074
H -2.675 -1.066 0.685
H -1.270 1.951 -0.548
H -0.036 -1.891 0.603
H 2.704 -1.248 -0.362
H -2.957 -0.362 -0.792
```

Calculated values
Total charge: 0
Highest occupied orbital energy: -7.4943 eV
Kohn-Sham gap: 0.310 hartree
SMILES string: Nc1c[nH]c(N)c1
2S+1: 1
LUMO energy: 0.0350 Ha


Model 2:
C4H7N3 | the ωB97M-V functional and the def2-TZVPD basis

The geometry in XYZ format:
```
14
C4H7N3 (the ωB97M-V functional and the def2-TZVPD basis)
N 0.084 2.463 -0.012
N -0.693 -1.094 -0.654
N -0.444 0.590 -1.117
C 0.293 -2.102 -0.993
C 0.002 0.542 1.302
C 0.242 1.949 1.166
C -0.342 0.080 0.061
H 0.210 -2.959 -0.314
H 0.250 3.462 -0.064
H -1.672 -1.334 -0.708
H 0.083 -0.048 2.203
H 0.160 -2.432 -2.027
H 1.283 -1.655 -0.885
H 0.545 2.537 2.041
```

Calculated values
Total charge: 0
Highest occupied orbital energy: -7.7201 eV
Kohn-Sham gap: 0.316 hartree
2S+1: 1
LUMO energy: 0.0320 Ha


Best to worst by energy: model 1, model 2.


Model 1:
C2H5N2O3 | the ωB97M-V functional and the def2-TZVPD basis

The geometry in XYZ format:
```
12
C2H5N2O3 (the ωB97M-V functional and the def2-TZVPD basis)
O 1.467 1.553 0.204
O 0.505 3.471 0.885
O -1.829 -1.313 -0.954
N 0.344 -0.475 -0.841
N -0.426 -2.004 0.741
C 0.466 2.362 0.350
C -0.727 -1.254 -0.441
H 0.891 0.364 -0.308
H 0.213 -1.561 1.417
H -0.603 -2.978 0.846
H -0.541 2.029 -0.068
H 0.240 -0.195 -1.831
```

Calculated values
Total charge: -1
Highest occupied orbital energy: -4.9438 eV
Kohn-Sham gap: 0.326 hartree
2S+1: 1
LUMO energy: 0.1445 Ha


Model 2:
C2H5N2O3 | the ωB97M-V functional and the def2-TZVPD basis

The geometry in XYZ format:
```
12
C2H5N2O3 (the ωB97M-V functional and the def2-TZVPD basis)
O 4.100 0.071 -0.305
O 2.129 -0.951 0.459
O -0.935 1.193 -0.206
N 0.287 1.423 0.233
N -3.235 -0.447 0.127
C 2.898 -0.188 -0.374
C 1.560 -0.002 -0.581
H 1.130 -0.654 -1.285
H 0.320 0.765 1.038
H -2.466 -1.146 -0.007
H -2.631 0.336 -0.260
H -3.158 -0.400 1.159
```

Calculated values
Total charge: -1
Highest occupied orbital energy: -3.5736 eV
Kohn-Sham gap: 0.279 hartree
2S+1: 1
LUMO energy: 0.1476 Ha


Best to worst by energy: model 1, model 2.